Below is C26H35N5O2 in the gas phase, with properties calculated with ωB97M-V/def2-TZVPD.

The geometry in XYZ format:
```
68
Properties=species:S:1:pos:R:3:lowdin_charge:R:1
C -3.648 -3.778 1.564 -0.0679
N -4.953 -3.369 1.101 -0.1991
C -6.051 -4.285 1.289 -0.0760
C -5.055 -2.349 0.187 -0.2253
C -6.236 -2.113 -0.531 -0.0297
C -6.327 -1.066 -1.427 -0.0795
C -5.261 -0.210 -1.638 -0.0597
C -4.083 -0.424 -0.930 -0.1597
C -2.877 0.425 -1.174 -0.4184
O -1.858 -0.043 -1.656 0.0679
N -2.994 1.740 -0.874 -0.0399
C -4.040 2.325 -0.069 -0.1491
C -3.496 2.698 1.313 -0.1596
C -2.277 3.608 1.181 -0.1615
C -1.215 2.935 0.310 -0.3043
C 0.032 3.808 0.158 -0.1599
C 1.233 3.006 -0.345 -0.0972
C 1.764 2.090 0.751 -0.4429
O 1.414 2.199 1.912 0.0557
N 2.646 1.134 0.371 -0.0551
C 3.255 0.964 -0.926 -0.1154
C 4.778 1.162 -0.800 -0.1277
N 5.326 0.242 0.165 -0.0829
C 5.823 -0.991 -0.167 -0.2897
C 6.296 -1.310 -1.453 -0.0148
C 6.846 -2.554 -1.668 -0.0822
C 6.927 -3.464 -0.620 -0.0892
C 6.441 -3.059 0.608 -0.1498
N 5.906 -1.873 0.833 0.1069
C 4.713 0.424 1.466 -0.1316
C 3.197 0.233 1.367 -0.1061
C -1.845 2.603 -1.046 -0.1074
C -3.978 -1.481 -0.043 0.0387
H -3.221 -3.027 2.235 0.0888
H -3.734 -4.711 2.116 0.0806
H -2.955 -3.935 0.731 0.0951
H -6.235 -4.907 0.404 0.0946
H -6.963 -3.734 1.525 0.0853
H -5.832 -4.939 2.130 0.0814
H -7.091 -2.757 -0.409 0.0911
H -7.248 -0.920 -1.974 0.1042
H -5.331 0.599 -2.349 0.1169
H -4.867 1.623 0.027 0.1145
H -4.401 3.228 -0.577 0.1304
H -4.281 3.191 1.889 0.1115
H -3.209 1.785 1.838 0.1190
H -1.864 3.819 2.168 0.1192
H -2.573 4.558 0.727 0.1215
H -0.921 1.998 0.792 0.1487
H -0.175 4.631 -0.529 0.1203
H 0.287 4.227 1.133 0.1154
H 2.034 3.688 -0.641 0.1268
H 0.943 2.412 -1.211 0.1072
H 3.057 -0.056 -1.279 0.1370
H 2.852 1.669 -1.648 0.1129
H 4.977 2.180 -0.445 0.1310
H 5.250 1.042 -1.773 0.1066
H 6.245 -0.604 -2.266 0.0927
H 7.214 -2.816 -2.650 0.1050
H 7.350 -4.445 -0.759 0.0932
H 6.472 -3.714 1.470 0.1046
H 4.936 1.438 1.811 0.1304
H 5.142 -0.306 2.151 0.1090
H 2.981 -0.800 1.074 0.1335
H 2.714 0.453 2.319 0.1212
H -1.146 2.074 -1.694 0.1156
H -2.170 3.526 -1.542 0.1378
H -3.041 -1.614 0.471 0.1093
```

Computed properties:
F_max = 0.58 eV/A
molar mass = 449.60 g/mol
HOMO energy = -7.65 eV
SMILES = CN(C)c1cccc(C(=O)N2CCC[C@H](CCC(=O)N3CCN(c4ccccn4)CC3)C2)c1
total charge = 0
LUMO level = 0.02803 hartree
energy = -1436.0491 a.u.
energy relative to the best compared isomer or geometry (same formula, charge and spin) = 0.0 kcal per mole
orbital gap = 0.30928 hartree


Below is a molecular structure, C26H35O5SSc at a distorted geometry, with properties calculated with ωB97M-V/def2-TZVPD.

The geometry in XYZ format:
```
68
Properties=species:S:1:pos:R:3:lowdin_charge:R:1
O 1.519 0.760 -3.941 -0.0737
C 0.530 0.271 -2.987 -0.1989
C -0.103 -0.702 -4.049 -0.0606
H -0.045 1.147 -2.663 0.0652
H 0.807 -0.367 -2.103 0.0797
C 1.219 -0.393 -4.816 -0.5413
H -1.031 -0.337 -4.501 0.1011
H -0.184 -1.735 -3.664 0.1046
C 1.161 -0.207 -6.329 -0.0233
H 0.353 0.412 -6.748 0.0785
H 0.980 -1.232 -6.731 0.0912
H 2.138 0.073 -6.804 0.0969
C 2.257 -1.430 -4.421 -0.0289
H 1.949 -1.729 -3.412 0.0761
H 3.261 -1.003 -4.369 0.0958
H 2.297 -2.303 -5.087 0.0916
Sc -1.060 0.149 0.496 1.2966
C -0.326 -2.300 1.693 -0.1283
C -1.733 -2.214 1.798 -0.1455
C -2.278 -2.176 0.480 -0.1732
H -2.293 -2.448 2.705 0.1008
C -1.187 -2.183 -0.454 -0.2110
C 0.008 -2.304 0.323 -0.1635
H 0.985 -2.536 -0.095 0.1032
H 0.341 -2.547 2.524 0.1096
H -3.324 -2.391 0.241 0.1065
H -1.246 -2.291 -1.537 0.0880
C 1.672 -0.343 1.912 -0.1499
C 2.441 -0.840 0.839 -0.1557
C 2.329 0.064 -0.257 -0.1564
H 2.927 -1.816 0.803 0.0997
C 1.554 1.172 0.147 -0.1914
C 1.108 0.909 1.503 -0.2528
H 0.659 1.638 2.175 0.0889
H 1.570 -0.791 2.905 0.0870
H 2.824 -0.065 -1.228 0.0991
H 1.436 2.123 -0.392 0.0966
O -2.348 2.211 -1.883 -0.1806
C -1.787 2.484 -3.223 -0.2066
C -2.794 3.184 -4.162 -0.1441
H -1.553 1.502 -3.631 0.0790
H -0.869 3.088 -3.101 0.1345
C -3.875 3.755 -3.194 -0.1655
H -3.268 2.508 -4.877 0.1079
H -2.310 3.965 -4.722 0.1016
C -3.276 3.455 -1.800 -0.1294
H -4.818 3.244 -3.411 0.1036
H -4.086 4.805 -3.433 0.1121
H -4.125 3.335 -1.095 0.1214
H -2.684 4.349 -1.527 0.1212
C 3.239 -1.644 6.701 -0.0531
C 2.029 -1.142 5.958 -0.2727
C 1.853 0.223 5.713 -0.0369
C 0.683 0.713 5.139 -0.0461
C -0.316 -0.195 4.756 -0.2618
C -0.172 -1.566 5.007 -0.0666
C 1.018 -2.024 5.567 -0.0401
S -1.828 0.338 3.957 0.5755
O -2.731 -0.786 4.040 -0.3145
O -2.117 1.592 4.573 -0.2790
O -1.429 0.543 2.446 -0.4782
H 4.124 -1.066 6.415 0.0793
H 3.136 -1.529 7.788 0.0869
H 3.419 -2.709 6.512 0.0781
H 2.664 0.882 6.021 0.1174
H 0.559 1.791 4.998 0.1246
H -0.993 -2.246 4.768 0.1136
H 1.144 -3.094 5.745 0.1158
```

Computed properties:
F_max = 4.03 eV/A
molar mass = 504.58 g/mol
HOMO energy = -7.31 eV
total charge = 0
LUMO level = -0.01655 hartree
energy = -2546.7067 a.u.
orbital gap = 0.25209 hartree


Below is a molecular structure, C26H36AsCl2MoOP2 at a distorted geometry, with properties calculated with ωB97M-V/def2-TZVPD.

The geometry in XYZ format:
```
69
Properties=species:S:1:pos:R:3:mulliken_spin:R:1
C 2.199 0.365 -5.448 0.0019
C 2.703 0.614 -4.114 0.0004
H 2.790 0.948 -6.202 -0.0006
H 1.155 0.741 -5.462 -0.0014
H 2.167 -0.728 -5.676 -0.0004
O 3.515 0.753 -3.298 -0.0022
Cl -1.846 -1.311 -3.353 0.0282
Mo -0.597 -0.139 -1.706 1.0448
P -0.125 2.406 -1.647 -0.0073
C 1.335 3.032 -0.727 0.0052
C 0.214 3.051 -3.299 0.0004
H 0.407 4.131 -3.223 -0.0007
H -1.016 4.642 -1.088 0.0000
H -0.661 2.881 -3.937 -0.0006
H -2.339 3.496 -1.467 -0.0001
H 2.173 2.328 -0.794 -0.0027
H 1.085 2.546 -3.739 0.0025
C -1.369 3.605 -0.960 -0.0007
H 1.617 3.998 -1.171 -0.0002
H -1.499 3.426 0.116 0.0032
H 1.074 3.198 0.326 0.0006
P -0.122 -2.641 -1.380 -0.0671
C 0.871 -3.324 0.001 -0.0080
C -1.766 -3.290 -0.892 0.0194
H -0.177 -3.679 -3.604 0.0015
H 0.718 -4.695 -2.410 0.0000
H 1.481 -3.244 -3.084 0.0029
C 0.520 -3.665 -2.753 -0.0105
H -2.528 -2.987 -1.619 0.0008
H -1.671 -4.382 -0.863 0.0004
H 0.726 -4.413 -0.005 -0.0001
H 0.539 -2.915 0.963 0.0019
H -2.045 -2.900 0.098 0.0114
H 1.930 -3.083 -0.140 0.0002
Cl -2.864 0.752 -1.227 0.0172
C -0.971 3.657 3.940 0.0255
C 0.304 3.255 3.523 0.0280
C 0.442 2.235 2.578 -0.0174
C -0.705 1.656 2.015 0.0444
C -1.988 2.071 2.407 0.0542
C -2.114 3.078 3.371 -0.0101
As -0.608 0.186 0.713 0.0300
C 1.293 -0.307 0.974 -0.0646
C 1.991 -0.350 -0.231 0.1056
C 3.359 -0.590 -0.205 -0.0020
C 3.982 -0.870 1.019 -0.0008
C 3.262 -0.881 2.213 0.0030
C 1.904 -0.534 2.207 0.0035
C -1.743 -1.077 1.761 0.2675
C -1.192 -2.050 2.606 -0.0103
C -2.025 -3.005 3.219 0.1916
C -3.407 -2.982 3.017 0.2108
C -3.955 -1.967 2.226 0.0483
C -3.132 -1.009 1.620 0.1017
H -1.072 4.408 4.727 0.0000
H 1.198 3.721 3.940 0.0003
H 1.433 1.891 2.278 -0.0013
H -2.879 1.603 1.976 -0.0043
H -3.108 3.391 3.699 0.0002
H 1.381 -0.204 -1.215 -0.0271
H 3.962 -0.556 -1.113 0.0005
H 5.053 -1.076 1.033 -0.0006
H 3.755 -1.130 3.153 -0.0003
H 1.350 -0.391 3.135 -0.0031
H -0.117 -2.064 2.774 -0.0044
H -1.582 -3.770 3.861 0.0026
H -4.057 -3.730 3.486 -0.0117
H -5.031 -1.901 2.071 0.0047
H -3.579 -0.227 1.004 -0.0047
```

Computed properties:
F_max = 5.67 eV/A
molar mass = 668.29 g/mol
HOMO energy (alpha / beta) = -16.51 / -16.16 eV
total charge = +3
LUMO level (alpha / beta) = -0.40026 / -0.46592 hartree
energy = -4993.5346 a.u.
orbital gap (alpha / beta) = 0.20655 / 0.12777 hartree
2S+1 = 3